[1]
Formula: C5H7FN2O6
Source: OMol25
Level of theory: ωB97M-V/def2-TZVPD

Geometry as XYZ:
```
21
Properties=species:S:1:pos:R:3:forces:R:3
C -0.6124 -1.4022 0.3771 -1.2 -0.3 0.1
C -1.4439 -2.1231 -0.6529 2.6 -1.3 0.1
C 0.9277 1.9824 0.3896 -0.3 -3.3 0.8
C 0.7947 0.4342 0.5613 4.5 1.3 1.5
C 2.4515 -0.2171 -0.3553 -3.5 0.8 0.0
N 3.5257 0.4630 0.3295 1.8 -1.1 -0.2
N 2.3122 -1.6879 -0.2952 0.4 -2.5 1.5
O -0.3700 -1.7927 1.4760 0.3 0.6 -0.7
O 3.8314 0.0165 1.4103 -0.2 0.6 0.6
O 4.0724 1.3630 -0.2775 -0.3 0.1 0.4
O 2.7529 -2.2653 0.6969 -0.4 0.9 -1.1
O 1.6478 -2.2747 -1.1609 0.8 1.7 0.6
O -0.1991 -0.1030 -0.1094 -1.0 -1.7 0.3
F 2.4572 0.1272 -1.6274 -0.3 0.3 -0.5
H -2.3210 -2.5660 -0.2687 -0.7 -0.7 1.0
H -0.7300 -2.9397 -1.0536 -1.3 1.3 0.4
H -1.7769 -1.4857 -1.4068 0.0 1.1 -1.5
H 1.8031 2.3318 0.8912 0.2 0.6 0.3
H 0.0033 2.4763 0.5052 -1.0 0.6 1.4
H 0.9678 2.0441 -0.6277 1.1 0.6 -3.1
H 1.1212 0.0514 1.6060 -1.2 0.2 -1.7
```
Forces are in eV/Å.

Computed properties:
Kohn-Sham gap = 9.8 eV
E_LUMO = -0.032 Eh
E_HOMO = -0.393 Ha
relative energy (zero: lowest compared OMol25 entry of this formula, charge and spin) = 0.539 eV
electronic energy = -855.2700 a.u.
multiplicity = 1

---

[2]
Formula: CH4N3P
Source: OMol25
Level of theory: ωB97M-V/def2-TZVPD

Geometry as XYZ:
```
9
Properties=species:S:1:pos:R:3:forces:R:3
C 0.2576 0.9415 -0.1427 0.2 -1.1 4.6
N -1.1795 1.1012 -0.0512 0.2 2.3 0.2
N -1.8271 0.0815 -0.0322 -1.0 -1.7 0.4
N -1.1683 -1.1336 0.1001 -0.6 -0.9 -0.1
P 0.4081 -0.8951 0.1851 1.5 0.1 -0.4
H 0.3536 1.0745 -1.1140 1.5 0.7 -4.8
H 0.8428 1.6744 0.4444 -0.4 -0.6 -0.3
H 1.0294 -1.2623 1.4579 -0.3 0.3 -1.0
H 1.2832 -1.5821 -0.8475 -1.1 0.9 1.4
```
Forces are in eV/Å.

Computed properties:
Kohn-Sham gap = 9.7 eV
SMILES string = C1N=NN=[PH2]1
E_LUMO = 0.019 Eh
E_HOMO = -0.335 Ha
relative energy (zero: lowest compared OMol25 entry of this formula, charge and spin) = 3.648 eV
electronic energy = -545.9883 a.u.
multiplicity = 1

---

[3]
Formula: C45H38BrN3O4ScTe
Source: OMol25
Level of theory: ωB97M-V/def2-TZVPD

Geometry as XYZ:
```
93
Properties=species:S:1:pos:R:3:forces:R:3
Sc 0.7926 -0.2842 1.1567 0.3 0.0 0.4
O 3.3629 -0.4160 4.3689 0.0 0.1 0.0
C 2.7768 -1.2550 5.2632 0.0 0.0 0.0
C 3.3790 -1.3838 6.5119 0.0 0.1 0.0
C 2.8375 -2.2136 7.4747 0.0 0.0 0.0
C 1.6901 -2.9491 7.2023 0.0 0.0 0.0
C 1.1100 -2.8437 5.9509 0.0 0.0 0.0
C 1.6233 -1.9937 4.9741 0.0 0.0 0.0
C 0.9391 -1.9604 3.6217 0.0 0.0 0.0
O 1.6190 -1.2324 2.6710 0.0 0.2 -0.3
N -0.4069 -1.3715 3.7601 0.1 0.0 0.1
N -0.9298 -0.7466 2.7100 0.0 0.0 0.0
C -2.1468 -0.3461 2.7184 0.0 0.0 0.0
C -2.7311 0.4395 1.6445 0.0 0.0 0.0
Br -1.6122 0.7145 0.1134 -0.1 0.0 -0.1
C -3.9809 0.9017 1.6753 0.0 0.0 0.0
C -4.7228 1.7093 0.7003 -0.1 0.0 0.0
C -6.0571 1.3793 0.4551 0.0 0.0 0.0
C -6.8051 2.1022 -0.4577 0.0 0.0 0.0
C -6.2377 3.1835 -1.1176 0.0 0.0 0.0
C -4.9234 3.5418 -0.8538 0.0 0.0 0.0
C -4.1681 2.8102 0.0484 0.0 0.0 0.0
H 2.8717 -0.5426 3.5274 0.0 0.0 0.0
H 4.2804 -0.8153 6.7026 0.0 0.0 0.0
H 3.3207 -2.2982 8.4394 0.0 0.0 0.0
H 1.2722 -3.6145 7.9451 0.0 0.0 0.0
H 0.2430 -3.4530 5.7120 0.0 0.0 0.0
H 0.8215 -2.9969 3.2687 0.0 0.0 0.0
H -0.9568 -1.5108 4.5963 0.0 0.0 0.0
H -2.8012 -0.5595 3.5624 0.0 0.0 0.0
H -4.5456 0.5956 2.5533 0.0 0.0 0.0
H -6.5041 0.5420 0.9775 0.0 0.0 0.0
H -7.8335 1.8273 -0.6488 0.0 0.0 0.0
H -6.8232 3.7552 -1.8250 0.0 0.0 0.0
H -4.4867 4.4003 -1.3461 0.0 0.0 0.0
H -3.1558 3.1199 0.2702 0.0 0.0 0.0
C 5.7348 -3.9965 1.0608 0.0 0.0 0.0
C 4.6221 -3.0797 0.6288 0.0 0.0 0.0
C 3.3704 -3.5736 0.2802 0.0 0.0 0.0
C 2.3403 -2.7242 -0.1153 0.1 0.0 0.0
C 0.9322 -3.1553 -0.0203 -0.1 0.0 -0.1
O 0.1150 -2.3945 0.5228 0.0 0.1 0.1
C 0.5043 -4.4910 -0.4673 0.0 0.0 0.0
C 1.1936 -5.1620 -1.4770 0.0 0.0 0.0
C 0.7540 -6.4036 -1.9057 0.0 0.0 0.0
C -0.3626 -6.9822 -1.3187 0.0 0.0 0.0
C -1.0539 -6.3163 -0.3128 0.0 0.0 0.0
C -0.6288 -5.0693 0.1056 0.0 0.0 0.0
C 2.5642 -1.3377 -0.2254 0.0 -0.1 0.0
O 1.5917 -0.5454 -0.6556 -0.1 0.1 0.1
C 3.7612 -0.8242 0.3029 0.0 0.0 0.0
C 4.7800 -1.6996 0.6723 0.0 0.0 0.0
C 3.8365 0.6018 0.6807 0.0 0.0 0.0
N 2.7591 1.1895 1.0675 0.1 -0.2 0.1
C 2.8128 2.6066 1.4284 0.0 0.0 0.1
C 2.4409 2.8094 2.8924 0.0 0.0 0.0
Te 0.3571 2.3895 3.0734 -0.1 -0.1 -0.1
C 0.2362 1.7311 5.0690 0.0 0.1 0.0
C -1.0146 1.3349 5.5307 -0.1 0.0 -0.1
C -1.1689 0.9057 6.8399 0.0 0.0 0.0
C -0.0779 0.8889 7.6973 0.0 0.0 0.0
C 1.1590 1.3201 7.2438 0.0 -0.1 0.0
C 1.3218 1.7433 5.9315 0.0 -0.1 0.0
C 5.1891 1.2274 0.6871 0.0 0.0 0.0
C 5.8608 1.4510 -0.5095 0.0 0.0 0.0
C 7.1309 2.0076 -0.4933 0.0 0.0 0.0
C 7.7418 2.3138 0.7149 0.0 0.0 0.0
C 7.0826 2.0655 1.9110 0.0 0.0 0.0
C 5.8050 1.5262 1.9000 0.0 0.0 0.0
H 5.4954 -5.0359 0.8420 0.0 0.0 0.0
H 5.9151 -3.9117 2.1339 0.0 0.0 0.0
H 6.6660 -3.7507 0.5501 0.0 0.0 0.0
H 3.1738 -4.6348 0.3797 0.0 0.0 0.0
H 2.0556 -4.6998 -1.9401 0.0 0.0 0.0
H 1.2798 -6.9191 -2.6979 0.0 0.0 0.0
H -0.6998 -7.9560 -1.6487 0.0 0.0 0.0
H -1.9245 -6.7726 0.1385 0.0 0.0 0.0
H -1.1583 -4.5304 0.8800 0.0 0.0 0.0
H 5.7070 -1.2879 1.0565 0.0 0.0 0.0
H 2.1082 3.1411 0.7830 0.0 0.0 0.0
H 3.7987 3.0299 1.2386 0.0 0.0 0.0
H 2.6222 3.8354 3.2029 0.0 0.0 0.0
H 2.9881 2.1234 3.5377 0.0 0.0 0.0
H -1.8776 1.3781 4.8743 0.0 0.0 0.0
H -2.1445 0.5992 7.1958 0.0 0.0 0.0
H -0.1951 0.5540 8.7191 0.0 0.0 0.0
H 2.0097 1.3238 7.9121 0.0 0.0 0.0
H 2.2979 2.0651 5.5971 0.0 0.0 0.0
H 5.3876 1.1934 -1.4493 0.0 0.0 0.0
H 7.6477 2.1949 -1.4249 0.0 0.0 0.0
H 8.7366 2.7387 0.7244 0.0 0.0 0.0
H 7.5646 2.2885 2.8535 0.0 0.0 0.0
H 5.2908 1.3135 2.8309 0.0 0.0 0.0
```
Forces are in eV/Å.

Computed properties:
Kohn-Sham gap = 7.6 eV
E_LUMO = -0.101 Eh
net charge = +1
E_HOMO = -0.382 Ha
relative energy (zero: lowest compared OMol25 entry of this formula, charge and spin) = 0.000 eV
electronic energy = -5805.5312 a.u.
multiplicity = 1

---

[4]
Formula: C11H14N2O2Yb
Source: OMol25
Level of theory: ωB97M-V/def2-TZVPD

Geometry as XYZ:
```
30
Properties=species:S:1:pos:R:3:forces:R:3
C -1.0945 -0.6826 -2.1771 -1.0 0.0 -1.4
C -1.8829 0.2195 -1.4086 -0.9 0.1 -1.0
C -2.6989 -0.5555 -0.5290 -1.2 -0.1 -0.9
C -2.4104 -1.9392 -0.7608 -1.5 -0.2 -0.9
C -1.4242 -2.0173 -1.7846 -1.1 -0.1 -1.2
Yb -0.4998 -0.9578 0.0401 6.2 1.4 4.7
N 1.5169 0.8754 -0.3307 -0.7 -2.8 -2.4
C 1.9834 2.2316 -0.2031 -0.5 -0.8 2.3
C 0.6844 2.9040 0.0347 0.2 1.2 0.2
H -3.4280 -0.1687 0.1888 0.3 -0.1 -0.3
H -1.8330 1.3152 -1.4578 0.0 -0.7 0.1
H -2.8963 -2.7922 -0.2764 0.3 0.4 -0.1
H -1.0369 -2.9437 -2.2165 0.0 0.4 0.2
H -0.3607 -0.3900 -2.9331 -0.3 -0.1 0.5
H 0.0723 3.2880 -0.7738 0.0 -0.1 0.0
H 2.7074 2.7325 -0.8925 -0.5 -0.5 -0.1
H 2.3304 0.2390 -0.3502 -0.2 0.3 0.4
H 0.3127 2.9180 1.0581 -0.1 0.0 -0.4
H 2.4020 2.0540 0.8092 0.9 1.7 -0.2
O -0.6395 -3.0001 1.7626 0.7 0.5 0.9
C 0.1290 -2.3750 2.5386 0.3 1.0 -0.7
C 0.7023 -2.8357 3.8837 -0.3 -0.4 0.1
C 1.7112 -1.7463 4.2349 0.1 0.0 0.2
C 1.5577 -0.6952 3.1197 -0.4 0.3 -0.7
O 2.1710 0.3517 3.0129 -0.2 -0.8 0.6
N 0.5940 -1.1312 2.2203 -0.2 -0.9 0.5
H -0.1005 -2.9017 4.6376 0.2 -0.1 -0.4
H 1.1666 -3.8279 3.7984 -0.3 0.2 0.0
H 1.5041 -1.2987 5.2146 0.2 0.0 -0.2
H 2.7342 -2.1411 4.2477 -0.1 0.3 0.0
```
Forces are in eV/Å.

Computed properties:
Kohn-Sham gap (spin up / spin down) = 5.2 / 5.1 eV
E_LUMO (spin up / spin down) = 0.110 / 0.109 Eh
net charge = -1
E_HOMO (spin up / spin down) = -0.082 / -0.079 Ha
relative energy (zero: lowest compared OMol25 entry of this formula, charge and spin) = 1.852 eV
electronic energy = -1846.1796 a.u.
multiplicity = 2

---

[5]
Formula: C3H3NO2S
Source: OMol25
Level of theory: ωB97M-V/def2-TZVPD

Geometry as XYZ:
```
10
Properties=species:S:1:pos:R:3:forces:R:3
C 1.1792 -0.1047 0.0609 1.9 -0.1 -0.9
C 0.4739 -1.1152 -0.4415 1.3 -1.7 0.1
C 0.3442 1.0994 0.2838 1.3 0.4 -0.7
N -0.8733 0.8022 0.1748 -4.8 3.8 -1.4
O -2.1122 1.9850 -0.2445 3.3 -3.1 1.2
O -1.6481 -1.6539 0.6505 -1.9 -1.8 2.2
S -1.3460 -0.7924 -0.4338 2.8 1.2 -1.1
H 2.3144 -0.2304 0.0701 -1.8 0.7 0.6
H 0.9975 -2.1635 -0.4531 -1.7 1.9 -0.5
H 0.6705 2.1735 0.3328 -0.4 -1.3 0.3
```
Forces are in eV/Å.

Computed properties:
Kohn-Sham gap = 7.9 eV
E_LUMO = -0.051 Eh
E_HOMO = -0.343 Ha
relative energy (zero: lowest compared OMol25 entry of this formula, charge and spin) = 8.118 eV
electronic energy = -719.2819 a.u.
multiplicity = 1